[1]
{"formula": "C42H40N2O6P2Sn", "method": "the ωB97M-V functional and the def2-TZVPD basis", "elements": ["H", "H", "H", "H", "C", "H", "H", "C", "C", "H", "C", "C", "C", "O", "H", "C", "H", "C", "C", "C", "O", "C", "H", "C", "C", "C", "H", "H", "H", "H", "C", "N", "H", "H", "C", "H", "H", "C", "C", "C", "O", "C", "C", "H", "H", "H", "H", "H", "H", "C", "H", "H", "C", "H", "C", "H", "H", "H", "P", "Sn", "C", "C", "H", "C", "C", "O", "O", "C", "H", "H", "H", "C", "C", "C", "C", "C", "H", "H", "H", "C", "C", "C", "H", "C", "C", "P", "H", "O", "N", "C", "C", "C", "H"], "coordinates": [[3.30044, 3.70431, -3.29192], [6.44047, -3.27418, 0.75257], [0.97196, -2.09955, -6.71933], [2.16559, -2.59741, 0.89478], [-4.90363, 1.57313, -0.93385], [-2.39177, -1.91651, 2.18899], [-3.73121, -3.98756, 2.55064], [3.28964, 4.32138, -1.21554], [-0.83402, 1.48418, -6.81119], [1.52326, -0.82579, -2.54133], [-2.74250, -2.92215, -1.05996], [-0.83566, -0.88815, 4.23610], [2.65248, 2.11628, -1.99724], [-0.22991, -1.88858, 3.82247], [-0.47871, 0.59961, 9.43447], [-0.42153, -0.75975, -1.62749], [-5.14397, 3.71734, -1.08345], [-0.60996, 0.27788, 8.40606], [1.37589, 1.01068, -5.54142], [1.35399, -0.32326, -5.65293], [-2.33876, 3.09720, 7.02975], [-3.48242, -4.08868, -0.85005], [-0.65418, 0.81564, -7.65881], [-2.72226, -2.52418, 1.34161], [-1.75457, -0.40445, -5.36010], [2.43661, 1.71819, -0.66848], [-1.46290, -2.14186, -6.59341], [-4.42186, -5.38885, 0.60418], [-5.95863, 1.35737, -1.10240], [4.14704, -4.06408, 1.32290], [5.75354, -1.35907, 0.01658], [0.64213, -1.76180, 8.90096], [0.25445, -0.69138, -7.48614], [-2.44325, -2.62735, -2.06759], [-1.41749, 0.69002, 6.13669], [0.32235, 2.84387, -5.58273], [-0.96950, -1.01212, -2.54503], [1.71960, 0.58925, 3.24661], [-3.09050, 3.15625, -0.69113], [-3.84004, -4.47766, 0.44526], [1.13470, -2.83753, 8.50283], [4.28390, -3.07879, 0.87827], [0.51599, 2.00270, -6.26593], [2.65906, 0.61093, 2.68860], [2.35703, 2.34229, 1.40783], [3.16971, 4.63723, 0.91935], [-1.13458, 2.31353, -0.29024], [-2.73677, 4.18589, -0.66096], [6.75504, -0.99487, -0.21411], [-1.73762, 0.86575, -5.77999], [4.79264, 0.46736, -0.64283], [2.16359, 1.48474, -4.94621], [-2.19355, 2.10893, -0.48574], [-2.53141, -0.71840, -4.65270], [-0.90335, -1.53918, -5.85786], [-0.70724, -2.21310, -5.00948], [-1.36537, 2.36088, -7.21574], [-1.92814, 1.35041, 5.44006], [1.88056, 0.02743, -0.26584], [0.04109, 0.44170, 1.82985], [-2.65875, 0.77986, -0.49879], [-4.02023, 0.51666, -0.70809], [3.64773, 5.33087, -1.42558], [-1.27628, 1.08953, 7.48049], [0.93207, -0.59016, -1.64661], [-1.39414, 0.01835, 3.44938], [-1.64325, 2.72629, 9.08013], [3.17599, -2.26924, 0.63230], [1.69502, -0.27843, 3.91717], [1.06817, 2.43347, -7.11805], [-4.37769, -0.51581, -0.68255], [5.57508, -2.63413, 0.56585], [-4.44513, 2.89444, -0.92364], [3.09814, 3.41148, -2.26058], [-0.23495, -1.36911, 6.62624], [4.65616, -0.53714, -0.23474], [-3.78408, -4.69268, -1.70706], [1.60832, 1.51065, 3.83369], [2.11879, -0.92015, -5.13927], [-3.45623, -3.69128, 1.53893], [3.02806, 3.93323, 0.10259], [0.44225, -1.15532, -6.51280], [-2.49687, 1.56495, -5.40580], [2.58888, 2.64144, 0.38145], [-0.88118, -0.53451, 5.70333], [-1.46039, -0.57741, -0.17861], [0.17261, -2.32023, 6.29330], [0.76709, -1.35027, 10.07704], [-1.78209, 2.37774, 7.88727], [3.35847, -0.99732, 0.04881], [-0.09546, -0.94954, 7.97040], [-2.38601, -2.12105, 0.03608], [2.47439, 1.40875, -2.81055]], "atomic_forces_ev_per_a": [[-0.080, 0.001, 0.280], [-0.315, 0.210, -0.033], [-0.182, 0.268, -0.043], [0.343, 0.024, -0.062], [0.071, 0.040, 0.086], [-0.172, -0.207, -0.259], [0.102, 0.039, -0.246], [-0.018, -0.292, 0.043], [0.072, 0.435, -0.282], [-0.603, 0.110, -0.054], [-0.248, -0.126, 0.445], [-0.381, 0.374, -1.336], [0.154, 0.093, 0.427], [-0.668, 0.922, 0.616], [-0.026, -0.073, -0.219], [1.251, 0.201, -0.794], [0.215, -0.246, 0.036], [-0.005, -0.008, -0.189], [0.415, -0.424, -0.275], [0.347, 0.334, 0.072], [1.100, -1.538, 1.498], [0.093, -0.026, -0.007], [-0.199, 0.296, 0.220], [0.078, 0.212, -0.292], [-0.378, 0.276, -0.359], [-0.139, -0.048, -0.428], [-0.004, 0.161, 0.265], [0.209, 0.307, -0.070], [0.252, 0.090, 0.040], [0.002, 0.246, -0.094], [0.005, -0.127, 0.163], [1.529, -1.685, 2.127], [0.207, -0.231, 0.300], [-0.213, -0.140, 0.237], [0.102, 0.042, 0.424], [0.007, -0.151, -0.137], [0.549, -0.023, 0.051], [0.143, -1.173, 0.361], [-0.205, -0.113, -0.040], [0.087, 0.315, -0.009], [-1.034, 2.039, 0.499], [0.109, 0.059, -0.047], [-0.448, 0.161, -0.012], [0.018, -0.092, 0.219], [0.160, 0.153, -0.410], [-0.058, -0.096, -0.167], [-0.463, -0.066, -0.109], [-0.044, -0.241, -0.026], [-0.236, -0.131, 0.077], [-0.387, -0.213, 0.196], [0.013, -0.357, 0.060], [-0.206, -0.322, -0.049], [0.000, -0.211, -0.077], [0.205, 0.299, -0.125], [0.360, -0.079, 0.033], [0.012, 0.079, -0.161], [0.189, -0.278, 0.011], [0.198, -0.201, 0.081], [-0.278, 0.000, 1.983], [-0.187, 3.334, 0.132], [0.110, -0.111, -0.166], [0.215, 0.103, 0.019], [-0.129, -0.308, 0.046], [0.604, -1.621, -0.829], [-0.960, -0.508, -0.969], [0.840, -1.609, 1.035], [-0.136, -0.892, -2.208], [0.183, 0.446, -0.236], [0.453, 0.254, -0.007], [0.015, -0.108, 0.271], [0.049, 0.351, -0.058], [-0.262, 0.276, -0.129], [0.205, -0.273, 0.076], [-0.059, 0.050, -0.019], [-0.030, 0.409, 0.588], [-0.316, -0.221, 0.072], [0.103, 0.106, 0.256], [-0.208, -0.143, -0.275], [-0.248, 0.413, 0.088], [-0.029, -0.077, -0.234], [0.023, -0.030, -0.198], [-0.073, -0.526, -0.153], [0.303, -0.409, 0.205], [0.059, -0.243, -0.232], [0.195, 0.114, 0.880], [-0.141, -0.483, 1.382], [0.004, 0.234, 0.089], [-0.346, -0.642, -2.296], [-1.112, 2.670, 0.887], [0.307, -0.176, -0.502], [-0.862, 0.878, -1.532], [-0.310, -0.388, -0.669], [0.133, 0.262, 0.243]], "multiplicity": 1, "fmax_ev_per_a": 3.3, "homo_ha": -0.222, "gap_ev": 5.043, "de_lowest_kj_mol": 0.0, "total_energy_ha": -3082.11936, "e_lumo_ev": -1.0}



[2]
{"formula": "C15H16N6O2", "method": "the ωB97M-V functional and the def2-TZVPD basis", "elements": ["O", "H", "C", "H", "H", "C", "C", "H", "C", "H", "H", "H", "N", "C", "H", "H", "H", "C", "C", "C", "H", "N", "H", "N", "H", "H", "H", "C", "C", "C", "O", "C", "N", "N", "C", "C", "H", "N", "C"], "coordinates": [[1.12298, 3.13444, -1.78882], [-3.19198, 1.28584, 3.92297], [-1.89214, -0.40287, -3.14213], [-1.85488, -0.27944, -5.26728], [1.81809, -3.38719, 0.12677], [-0.62515, 1.27004, -4.33494], [-1.39339, 1.89062, 2.87721], [-0.83216, -1.89561, 2.16940], [2.97161, -2.04813, 1.43759], [0.17690, -1.47031, -0.27050], [1.55501, 0.46013, 0.59808], [2.61377, -2.06166, -0.72102], [-2.71760, -1.41713, -2.81701], [-0.27347, 1.46613, 2.15608], [1.91857, -1.15359, 3.12453], [-1.53963, 2.95714, 3.06197], [-2.81510, -1.15981, 3.50316], [-0.48255, 1.14802, -1.89614], [2.34182, -0.84236, 2.16213], [-2.11310, -0.41649, 3.12326], [0.45711, 2.17496, 1.75777], [0.72946, 2.88029, -2.95791], [-0.29734, 1.76877, -5.24295], [0.92071, -1.50852, 0.41615], [3.03910, -0.01410, 2.32156], [-0.14258, 1.48926, -0.92208], [2.97032, -2.91711, 2.10166], [-0.99605, -0.83633, 2.39198], [2.07866, -2.32612, 0.20749], [-1.47035, 0.18716, -4.36802], [1.07264, 3.56035, -3.94064], [1.18484, -0.37430, 1.22818], [-1.35234, 0.09060, -1.96279], [-1.80194, -0.68675, -0.93233], [-0.14722, 1.76328, -3.08600], [-2.31400, 0.95338, 3.36537], [3.99819, -1.82810, 1.13816], [-2.63957, -1.55474, -1.46243], [-0.07725, 0.10026, 1.92149]], "atomic_forces_ev_per_a": [[-0.673, -0.379, -2.354], [0.294, -0.086, -0.150], [-0.156, -0.278, 1.090], [0.155, 0.347, -0.082], [-0.028, 0.111, 0.018], [-0.215, -0.254, -0.175], [-0.060, -0.126, 0.004], [-0.065, 0.431, 0.134], [-0.067, -0.019, 0.032], [0.372, 0.021, 0.263], [0.119, 0.173, 0.290], [0.088, -0.038, 0.101], [0.816, 0.739, 0.453], [-0.291, -0.438, 0.051], [0.118, 0.178, -0.160], [-0.027, -0.332, -0.042], [0.118, 0.264, -0.114], [-0.420, -0.048, -0.446], [-0.615, 0.157, -0.187], [0.319, 0.350, -0.185], [-0.226, -0.087, 0.201], [2.205, 2.697, 1.108], [-0.063, -0.139, 0.149], [-0.616, -1.113, 0.086], [-0.077, -0.230, 0.108], [-0.102, -0.251, -0.199], [0.171, 0.127, -0.128], [-0.376, 0.128, 0.304], [0.452, -0.019, -0.430], [-0.045, 0.155, 0.287], [-1.001, -1.681, 1.354], [0.048, 0.684, -0.325], [-0.065, -0.562, -0.526], [-1.071, -0.320, -0.678], [-0.966, -1.558, 0.804], [0.231, -0.196, -0.182], [-0.075, -0.178, 0.037], [1.480, 1.551, -0.846], [0.314, 0.220, 0.336]], "multiplicity": 1, "fmax_ev_per_a": 3.7, "homo_ha": -0.303, "smiles": "O=[N+]([O-])c1ccc2nnnn2c1.c1ccc([C@H]2CCCN2)cc1", "gap_ev": 6.554, "de_lowest_kj_mol": 3.3, "total_energy_ha": -1060.04765, "e_lumo_ev": -1.7}